C17H81NO36 | ωB97M-V with the def2-TZVPD basis set

The geometry in XYZ format:
```
135
C17H81NO36 ωB97M-V with the def2-TZVPD basis set
C 0.1519 4.7059 -5.5254
C 1.2273 3.6349 -6.0878
N 2.5048 3.9690 -6.1504
C 0.7233 2.1481 -6.5224
C 0.7525 1.2853 -5.1452
C -0.5543 0.6139 -4.6480
C -0.4991 -0.1625 -3.3041
C 0.8523 -0.2296 -2.5035
C 2.1766 0.4499 -3.0368
C 2.1287 1.2220 -4.3770
C 3.4696 0.3058 -2.0968
O 4.6336 0.0582 -2.4994
C 3.1722 0.4599 -0.5150
C 4.1144 1.2530 0.4504
C 3.7291 1.3324 1.9676
C 2.4206 0.6255 2.4855
C 1.4702 -0.1598 1.5359
C 1.8557 -0.2305 0.0209
C 0.9313 -0.9856 -1.0824
O 0.3648 -2.0826 -0.8342
H -0.0349 5.5756 -6.2404
H 0.6197 5.1278 -4.5637
H -0.8260 4.1544 -5.2050
H 3.0012 3.1327 -6.5029
H -0.3740 2.2170 -6.8810
H 1.3801 1.7025 -7.3417
H -1.4939 0.7500 -5.2955
H -1.4550 -0.6558 -2.9152
H 3.0809 1.7248 -4.7384
H 5.0678 1.7524 0.0661
H 4.4133 1.9154 2.6698
H 2.1319 0.6649 3.5935
H 0.5063 -0.6777 1.8592
O -1.9663 3.9480 -3.2822
H -1.9556 2.9829 -3.2588
H -2.8830 4.1770 -3.0707
O -0.9729 3.4858 -8.7433
H -0.2624 4.1404 -8.7704
H -1.0756 3.2149 -9.6645
O -4.6046 4.5684 -4.0000
H -4.1936 5.2175 -4.5880
H -5.3913 4.2807 -4.4836
O -6.3152 6.7238 -3.7782
H -6.7957 6.1825 -3.1404
H -6.0963 7.5247 -3.2860
O -0.1941 -0.6403 4.1999
H -0.2033 -1.6011 4.2275
H -1.1034 -0.3901 4.4141
O 4.7943 -2.2506 2.6060
H 5.4456 -2.0235 1.9312
H 4.0542 -1.6540 2.4254
O 5.7926 0.1804 3.4489
H 6.6411 -0.1740 3.1540
H 5.5397 -0.3983 4.1788
O -0.9453 -3.8370 4.1187
H -1.6947 -4.3566 3.8015
H -0.2789 -4.5006 4.3500
O 0.8498 1.3016 6.0939
H 0.6335 0.7315 5.3417
H 1.4131 0.7491 6.6522
O 1.3427 -6.0668 3.7752
H 1.7444 -6.4213 2.9757
H 1.8321 -6.4924 4.4908
O -8.1889 9.1030 -2.5952
H -7.7796 9.7513 -3.1814
H -8.9739 8.8154 -3.0774
O -1.8865 -5.2738 7.0035
H -1.4599 -4.6314 6.4185
H -2.6775 -5.5440 6.5170
O -4.6825 -6.5775 6.2229
H -4.6921 -7.5423 6.2428
H -5.5929 -6.3295 6.4292
O 3.8431 -6.2784 3.4710
H 4.5529 -5.6238 3.4476
H 3.7477 -6.5520 2.5460
O -1.7352 2.0480 3.3208
H -1.3321 1.5673 2.5857
H -0.9870 2.4710 3.7603
O -0.7696 2.4577 0.8846
H -0.1179 2.6802 0.2061
H -1.5101 3.0513 0.7009
O -0.8733 -4.4904 9.6014
H -1.3861 -4.8351 8.8555
H 0.0130 -4.8516 9.4632
O 4.2189 -7.3937 0.7771
H 3.7035 -7.7385 0.0358
H 5.1025 -7.7514 0.6320
O -6.3027 3.0581 -5.7117
H -6.8088 2.7023 -6.4519
H -5.4092 2.7171 -5.8547
O -6.4035 -4.6438 4.6845
H -5.6917 -3.9921 4.6650
H -6.4979 -4.9141 3.7629
O -3.1996 5.9055 -6.7553
H -3.9036 6.1551 -7.3672
H -2.6154 5.3482 -7.2858
O 0.1006 -4.8369 0.9136
H 0.1206 -4.9962 1.8643
H 0.9072 -4.3329 0.7460
O -4.0425 2.1698 -8.5399
H -3.3312 2.8248 -8.5672
H -4.1455 1.8991 -9.4599
O 3.1434 -0.1812 7.7209
H 3.1701 -0.3303 8.6741
H 3.9487 0.3194 7.5397
O -5.0361 6.3145 -1.0268
H -4.6215 5.8479 -1.7670
H -4.2985 6.7474 -0.5797
O -3.2923 2.7239 -0.8553
H -3.3019 1.7589 -0.8210
H -4.2003 2.9749 -0.6420
O 4.4662 -8.4999 -1.8135
H 3.7662 -8.2340 -2.4237
H 5.0385 -9.0651 -2.3471
O 1.0686 -6.6912 6.8474
H 1.0615 -7.6560 6.8687
H 0.1569 -6.4456 7.0570
O 4.9931 2.9655 -5.9554
H 5.0199 2.8096 -5.0027
H 5.7904 3.4805 -6.1297
O 0.9482 4.8051 -0.4948
H 1.0014 5.6054 0.0418
H 0.0273 4.7806 -0.7864
O 7.8170 -1.7463 4.4554
H 7.0633 -2.2663 4.1424
H 8.4804 -2.4092 4.6834
O 2.7572 -4.2852 5.7385
H 1.8508 -4.6052 5.8100
H 3.1280 -4.7916 5.0009
O -3.9904 4.8120 -9.8172
H -3.5711 5.4544 -10.4042
H -4.7844 4.5417 -10.2955
O 1.5244 -6.3003 10.6224
H 1.0274 -6.8319 11.2564
H 1.7574 -5.5045 11.1172
```

Calculated values
Kohn-Sham gap (eV): 7.7
LUMO (Eh): -0.0239

Atom charges from the Mulliken analysis, given in e for atoms 1 to 2:
1 C -0.60
2 C 0.45

C18H10Cl52IO7PS | ωB97M-V with the def2-TZVPD basis set

The geometry in XYZ format:
```
90
C18H10Cl52IO7PS ωB97M-V with the def2-TZVPD basis set
C 3.5652 -4.0048 3.0864
C 3.2065 -4.1454 1.5824
C 2.8719 -2.8430 0.8906
I 2.5012 -3.1271 -1.2261
O 1.8943 -2.0515 1.5386
C 0.7226 -2.6376 1.8109
O 0.2558 -3.5753 1.2898
P -0.2511 -1.7619 3.1571
O 0.4154 -0.5062 3.4337
O -1.6906 -1.4469 2.5229
O -0.3677 -2.6363 4.4705
S 4.4160 -1.7728 0.9469
C 4.3443 -0.6432 2.3394
O 5.5865 -2.5823 1.0702
O 4.4245 -0.9523 -0.2185
H 2.7706 -4.4639 3.6704
H 4.4462 -4.6110 3.2709
H 3.7705 -2.9915 3.4126
H 4.0428 -4.5986 1.0639
H 2.4018 -4.8681 1.5044
H -1.4669 -0.9585 1.7139
H 0.5146 -2.5794 4.8727
H 3.3255 -0.4544 2.6774
H 4.8651 -1.1053 3.1714
H 4.7886 0.3059 2.0691
C -4.9785 -3.3813 3.1880
Cl -3.4672 -4.2069 2.8005
Cl -5.6102 -2.5911 1.7400
Cl -6.1579 -4.5525 3.7843
Cl -4.6736 -2.1638 4.4383
C -6.6803 -6.0996 7.9442
Cl -7.6320 -7.2777 7.0321
Cl -7.5690 -5.6313 9.4012
Cl -5.1337 -6.8212 8.4054
Cl -6.3858 -4.6768 6.9403
C -7.6931 -0.8645 8.5258
Cl -6.5128 -0.9875 7.2162
Cl -7.6932 -2.3737 9.4589
Cl -7.2658 0.4954 9.5755
Cl -9.3022 -0.6013 7.8413
C 7.6354 -1.3060 -2.2427
Cl 7.0977 -2.9957 -2.4030
Cl 8.1540 -1.0171 -0.5809
Cl 8.9845 -0.9857 -3.3401
Cl 6.2950 -0.2344 -2.6418
C 10.2783 -5.1595 -4.8895
Cl 9.8554 -5.5858 -6.5547
Cl 11.7418 -4.1652 -4.8912
Cl 8.9532 -4.2517 -4.1503
Cl 10.5723 -6.6364 -3.9618
C 5.8123 4.0233 -3.2571
Cl 7.4158 3.3676 -3.6055
Cl 5.1712 4.8158 -4.7006
Cl 4.7320 2.7093 -2.7788
Cl 5.9285 5.1982 -1.9409
C 2.6003 5.5709 -7.9388
Cl 3.8440 5.6414 -9.1915
Cl 2.6818 4.0118 -7.1135
Cl 2.8692 6.8704 -6.7702
Cl 1.0049 5.7652 -8.6783
C 2.9817 7.4892 -13.0086
Cl 4.3587 8.4951 -13.4767
Cl 1.6414 7.7761 -14.1247
Cl 3.4433 5.7824 -13.0712
Cl 2.4918 7.8983 -11.3602
C -10.4433 0.3743 12.5497
Cl -9.4580 1.5163 13.4731
Cl -11.1876 -0.7882 13.6547
Cl -11.7076 1.2539 11.6811
Cl -9.4193 -0.4783 11.3904
C 8.1565 6.3619 -12.7555
Cl 8.2693 7.9288 -13.5669
Cl 7.8115 5.1043 -13.9484
Cl 9.6869 6.0054 -11.9474
Cl 6.8558 6.4111 -11.5617
C -1.9204 8.6632 -12.4863
Cl -1.0579 10.1963 -12.6578
Cl -2.3070 8.0227 -14.0886
Cl -0.8988 7.5097 -11.6245
Cl -3.4149 8.9252 -11.5792
C -7.2981 1.4335 1.8185
Cl -6.3027 2.8661 1.5305
Cl -7.8292 0.7647 0.2689
Cl -6.3523 0.2193 2.6841
Cl -8.7113 1.8813 2.7815
C -10.7650 -4.8962 11.7034
Cl -11.6967 -6.0929 10.7957
Cl -11.6532 -4.4433 13.1626
Cl -9.2038 -5.5953 12.1609
Cl -10.5033 -3.4639 10.7017
```

Calculated values
Kohn-Sham gap (eV): 9.5
LUMO (Eh): -0.0116

Atom charges from the Mulliken analysis, given in e for atoms 1 to 2:
1 C -1.08
2 C -0.82